Formula: C2H7NS
Source: the OMol25 dataset
Level of theory: ωB97M-V/def2-TZVPD

Output
DFT total energy in hartree: -533.31953
Energy above the lowest of the compared OMol25 structures with the same formula, charge and spin in eV: 0.297
HOMO-LUMO gap in eV: 9.73
Structure (SMILES): CSCN

```
! wB97M-V def2-TZVPD RIJCOSX def2/J DEFGRID3
* xyz 0 1
C -1.442 -0.333 -1.041
S -1.178 -0.211 0.778
C 0.475 0.567 0.779
N 1.575 -0.385 0.755
H -0.942 -1.240 -1.359
H -2.502 -0.335 -1.264
H -1.032 0.581 -1.462
H 0.572 1.361 0.032
H 0.507 1.046 1.763
H 1.503 -1.092 0.037
H 2.463 0.043 0.981
*
```